{"formula": "C7H15N", "method": "ωB97M-V/def2-TZVPD", "relative_energy_kcal_mol": 46.6, "e_lumo_ev": [3.9544, 3.9050], "homo_energy_ev": [-0.57, -1.91], "multiplicity": 2, "gap_ev": [4.52, 5.81], "mol_weight_g_mol": 113.20, "charge": -1, "elements": ["H", "H", "C", "C", "H", "C", "C", "C", "H", "H", "H", "H", "C", "H", "H", "H", "H", "H", "C", "N", "H", "H", "H"], "coordinates": [[-1.24900, -0.98133, 0.42026], [-1.14983, 1.26774, 1.40848], [1.29840, -0.00470, -0.49357], [0.31442, 0.88128, -0.76969], [-2.74875, 1.64692, 0.70559], [-1.06766, 0.43407, -1.18041], [-1.85084, -0.17235, -0.01179], [3.45236, -0.94996, 0.50542], [1.81184, 0.53537, 1.53283], [3.09125, -1.12980, 1.52063], [3.21252, 1.02739, -0.53885], [-1.67253, 1.25564, -1.57380], [-2.10331, 0.85012, 1.08277], [0.56226, 1.93275, -0.85252], [-2.61478, 0.38348, 1.92669], [-2.99937, -1.39449, -1.20871], [-3.67118, -1.12306, 0.25136], [-1.02392, -0.32143, -1.98203], [2.66916, 0.20478, -0.09622], [-3.14573, -0.68623, -0.49829], [4.52043, -0.72277, 0.54246], [1.02269, -1.05774, -0.61322], [3.34159, -1.87566, -0.07739]], "forces_ev_per_a": [[0.130, 0.052, -0.030], [-0.035, -0.035, 0.096], [0.557, -0.028, -0.705], [0.185, -0.140, -0.926], [0.019, 0.062, -0.057], [0.065, -0.223, 0.149], [-0.201, -0.049, 0.033], [-0.157, 0.211, -0.657], [0.513, 0.444, 0.193], [0.197, -0.203, 0.049], [-0.027, 0.305, 0.330], [0.057, 0.102, -0.038], [-0.014, -0.066, -0.159], [-0.129, 0.171, 0.351], [0.041, 0.007, 0.150], [0.059, 0.001, 0.007], [0.090, 0.013, 0.021], [-0.052, 0.020, 0.033], [-1.035, -0.491, 0.652], [-0.152, 0.071, -0.085], [0.025, 0.000, 0.089], [-0.167, -0.121, 0.490], [0.031, -0.104, 0.013]], "nbo_charge": [0.165, 0.247, -0.162, -0.385, 0.189, -0.415, -0.040, -0.643, -0.359, 0.200, 0.184, 0.192, -0.626, 0.179, 0.182, 0.344, 0.341, 0.173, -0.417, -0.855, 0.185, 0.158, 0.163]}

=====

{"formula": "C5H41NO15", "method": "ωB97M-V/def2-TZVPD", "relative_energy_kcal_mol": 38.4, "e_lumo_ev": -0.0337, "homo_energy_ev": -9.29, "gap_ev": 9.26, "mol_weight_g_mol": 355.38, "elements": ["O", "O", "H", "O", "H", "H", "H", "H", "C", "H", "H", "C", "H", "H", "O", "H", "O", "C", "H", "H", "H", "O", "H", "O", "H", "O", "H", "H", "O", "H", "H", "O", "H", "H", "H", "H", "O", "H", "O", "H", "H", "H", "H", "H", "H", "O", "H", "O", "H", "H", "H", "C", "H", "H", "H", "H", "H", "H", "N", "O", "H", "C"], "coordinates": [[1.02443, -3.07702, -1.39849], [-0.32073, 1.72234, 2.67033], [-0.26696, 2.94708, 1.48212], [3.10934, -0.64741, 3.68605], [-2.20355, -0.93965, -1.56044], [0.73931, -1.71029, 2.46517], [0.88833, -0.84632, -2.54756], [-1.16968, -2.15792, -0.75820], [-1.58003, -1.13511, -0.58728], [-0.93908, -3.33696, -3.71887], [-1.81446, 1.59751, 1.67424], [0.63566, 0.15557, -2.73252], [-3.35261, 1.13357, -0.58987], [-1.65756, -1.16592, -3.78632], [-3.82384, 0.75379, -1.40136], [2.97453, -0.80906, 4.63263], [2.22025, 1.65021, 2.64824], [-0.44518, -0.10224, -0.42714], [2.56730, -1.36749, 3.19630], [2.58365, 0.84538, 3.06767], [-0.65996, 0.54010, 0.45770], [-0.64672, -0.92305, 2.84607], [-2.61907, -0.13599, -3.17769], [-2.24802, -0.41298, -3.97843], [2.45222, 1.95544, -0.38041], [2.61572, -1.33087, -0.11177], [2.46521, 1.53143, 1.73674], [-3.18799, -1.76716, 0.54747], [-0.70143, -2.52734, -3.37974], [-4.13405, 1.48829, -1.90514], [-1.33978, -1.19511, 2.21635], [-2.54514, 1.96496, 1.15496], [3.49073, -1.71582, -0.20598], [-2.11676, 2.69875, 0.78200], [0.47580, -0.61517, -0.19514], [-0.55607, -0.03099, 2.76594], [3.00953, 1.30618, 0.10189], [2.72015, -0.41012, -0.08245], [-0.09417, -3.88608, 0.89702], [0.13241, 0.18800, -3.77089], [1.52974, 0.69417, -2.84757], [-0.88870, -3.32383, 1.02595], [-2.81498, -0.24555, 0.82668], [-0.36507, 4.44801, 1.08645], [0.66896, 1.64827, 2.66653], [1.54818, 3.16733, -1.00537], [1.77940, -1.86970, 1.36826], [1.55734, -2.23426, 2.18681], [0.56751, -3.52363, 1.50119], [-1.58290, 2.27737, -1.11152], [3.86083, 1.60479, -0.07350], [-0.95626, 1.84799, -1.86355], [1.12492, 2.91973, -1.81265], [-0.10351, -2.68183, -2.69172], [1.56374, -2.44761, -1.01391], [0.80617, 3.28921, -0.42045], [-0.92212, 2.41915, -2.75607], [-0.53369, 2.09127, 3.57790], [-2.40264, -1.16238, 0.63120], [-0.42500, 3.58373, 0.72952], [0.63029, -3.45782, -0.64887], [-0.32397, 0.72307, -1.68849]], "forces_ev_per_a": [[-0.609, -1.230, -3.138], [-0.879, 1.045, 1.919], [-0.154, 0.675, -0.422], [-0.688, -1.039, -0.168], [1.132, -0.161, 2.111], [0.350, -0.436, -0.032], [0.292, -1.245, 0.316], [-0.234, 0.834, 0.275], [-0.938, -0.677, -1.651], [-0.855, -2.812, -1.224], [-0.361, -0.119, 0.148], [-2.755, 0.696, -1.938], [-0.989, -0.467, -1.572], [-0.267, 0.182, 0.100], [1.002, -0.298, 1.998], [0.082, 0.029, -0.405], [-0.556, 0.257, 0.929], [-0.802, 0.519, 0.241], [0.790, 0.906, 0.700], [0.107, -0.278, 0.483], [0.041, -0.386, -0.798], [-0.182, -4.534, 0.779], [-0.891, 0.679, 1.881], [0.723, -0.547, -2.273], [-0.586, 0.351, -0.296], [-0.028, -2.696, -0.108], [0.510, 0.126, -1.199], [-0.585, -0.682, -0.283], [-1.012, 2.892, -1.092], [-0.316, 0.895, -0.430], [-0.266, 0.054, -0.391], [-1.306, -1.895, 0.771], [0.118, -0.015, 0.029], [0.722, 1.956, -0.993], [0.254, -0.092, -0.086], [0.323, 4.080, -0.311], [-1.902, -0.914, 0.328], [0.441, 2.796, -0.038], [-1.271, -0.002, -0.127], [0.701, -0.075, 1.606], [1.329, 0.991, 0.198], [0.690, -0.511, -0.029], [0.273, -0.252, -0.233], [0.134, 1.357, 0.586], [1.062, -0.114, 0.117], [1.599, 0.267, -0.099], [1.026, 0.976, -2.536], [-1.253, -0.501, 2.981], [0.199, 0.154, 0.338], [-0.177, 0.016, 0.319], [2.623, 0.685, -0.301], [-0.809, 0.820, 0.245], [-0.330, -0.386, -0.994], [1.929, -0.544, 2.096], [2.041, 2.391, 0.845], [-0.876, 0.307, 0.890], [0.180, 0.253, -0.981], [0.250, -0.610, -1.540], [0.366, 0.606, 0.471], [0.066, -1.442, 0.064], [-1.375, -1.468, 1.889], [1.897, -1.367, 0.032]], "nbo_charge": [-0.985, -1.026, 0.507, -1.003, 0.210, 0.507, 0.218, 0.203, -0.234, 0.473, 0.486, -0.677, 0.495, 0.494, -0.971, 0.480, -0.995, -0.483, 0.511, 0.513, 0.199, -0.983, 0.467, -0.985, 0.515, -0.986, 0.496, 0.376, -0.968, 0.474, 0.504, -0.980, 0.494, 0.486, 0.216, 0.480, -0.997, 0.511, -0.975, 0.254, 0.206, 0.476, 0.378, 0.488, 0.517, -0.967, 0.492, -1.003, 0.500, 0.184, 0.484, -0.451, 0.489, 0.502, 0.481, 0.503, 0.199, 0.506, -0.884, -0.988, 0.493, 0.073]}